This record from OMol25 describes 9 unconnected molecules or ions with the total composition C2H25N2O8 in a non-equilibrium geometry. The level of theory is wB97M-V/def2-TZVPD.

Structure (XYZ):
```
37
Properties=species:S:1:pos:R:3:forces:R:3
N 0.952 -0.246 1.202 2.4 -1.3 -2.2
C 2.474 -0.030 1.249 -2.0 1.6 -3.9
C 2.662 1.527 1.094 1.9 -1.2 0.8
N 2.235 2.075 -0.234 -0.1 0.0 1.5
H 0.499 0.027 2.017 -1.2 0.6 2.3
H 0.605 0.386 0.453 0.2 -0.9 0.3
H 0.705 -1.277 1.036 0.2 1.4 -0.2
H 2.936 -0.375 2.129 0.3 -0.7 1.0
H 2.832 -0.556 0.268 -0.3 0.8 2.1
H 2.234 2.069 2.019 0.4 -0.7 -1.8
H 3.783 1.580 1.154 -0.8 0.5 0.3
H 2.556 3.033 -0.149 -0.5 0.4 -0.3
H 2.871 1.734 -0.945 0.0 -0.5 -0.1
H -2.978 -0.851 -1.670 -0.3 0.6 2.0
H -2.634 0.541 -1.069 -1.6 -2.8 1.5
O -3.001 -0.436 -0.736 1.6 3.1 -4.0
H -1.865 3.097 -0.880 -0.4 -2.4 -0.9
H -2.097 2.791 -2.360 0.0 -1.1 0.7
O -1.963 2.286 -1.518 0.2 3.0 0.2
H -1.636 -0.957 0.023 -0.6 -0.5 0.9
H -0.918 -2.034 -0.399 2.8 -4.4 -9.2
O -1.103 -1.728 0.358 -2.7 4.8 8.7
H -1.478 -1.112 2.948 2.1 1.7 0.0
H -1.225 -0.180 4.054 0.3 0.7 0.7
O -0.802 -0.377 3.219 -2.5 -2.4 -0.5
H -0.749 -3.123 -2.838 -0.6 0.1 -0.8
H -1.931 -2.882 -1.718 2.5 -0.7 -1.4
O -0.941 -3.060 -1.915 -2.0 -0.3 2.3
H -0.828 -0.360 -2.635 2.0 2.3 2.5
H -0.580 -1.115 -3.930 2.1 -0.3 -1.9
O -1.176 -0.881 -3.279 -4.2 -1.2 -1.1
H -0.583 4.199 0.969 0.2 -0.7 -0.4
H -0.310 2.838 0.137 0.5 0.6 0.2
O -0.851 3.278 0.807 -0.4 0.2 0.2
H 1.331 -3.556 -0.158 -0.6 0.2 0.7
H -0.003 -3.143 0.619 1.1 -0.5 -0.1
O 0.978 -3.182 0.676 0.1 -0.1 -0.3
```
Forces are in eV/Å.

Computed properties:
total charge: +1
Kohn-Sham gap: 11.1 eV
E: -21832.352 eV
E_HOMO: -13.821 eV